1.
The following is a quantum chemistry calculation of 4 unconnected molecules or ions with the total composition C4H4Cl12, from OMol25.

The geometry in XYZ format:
```
20
C4H4Cl12 | OMol25 | the ωB97M-V functional and the def2-TZVPD basis
C -1.438 -3.476 -3.735
Cl -0.864 -4.886 -2.877
Cl -2.988 -2.924 -3.101
Cl -1.578 -3.787 -5.468
H -0.722 -2.674 -3.614
C -1.315 -0.001 -0.581
Cl -0.742 -1.631 -0.995
Cl -3.065 0.075 -0.673
Cl -0.565 1.183 -1.645
H -1.002 0.186 0.438
C 2.602 -0.328 1.982
Cl 3.592 -1.720 2.393
Cl 0.921 -0.607 2.420
Cl 2.739 0.027 0.252
H 2.947 0.553 2.508
C 0.336 4.063 2.476
Cl -1.128 4.870 3.016
Cl -0.033 2.606 1.577
Cl 1.445 3.725 3.807
H 0.859 4.747 1.820
```

## Properties
Structure (SMILES) ... ClC(Cl)Cl.ClC(Cl)Cl.ClC(Cl)Cl.ClC(Cl)Cl
Orbital gap ... 11.28 eV

***

2.
The following is a quantum chemistry calculation of 4 unconnected molecules or ions with the total composition C4H4Cl12 at a distorted geometry, from OMol25.

The geometry in XYZ format:
```
20
C4H4Cl12 | OMol25 | the ωB97M-V functional and the def2-TZVPD basis
C 1.983 -4.578 0.161
Cl 1.849 -3.338 -1.218
Cl 3.661 -5.305 0.242
Cl 0.715 -5.783 0.289
H 1.856 -4.007 1.081
C 4.212 1.541 -3.268
Cl 5.174 0.094 -3.298
Cl 3.223 1.779 -4.800
Cl 5.063 3.021 -2.912
H 3.452 1.320 -2.518
C -5.984 1.560 1.674
Cl -5.380 2.997 0.895
Cl -5.243 1.365 3.319
Cl -5.561 0.120 0.659
H -7.063 1.689 1.754
C -0.521 1.555 1.608
Cl 0.400 2.211 2.990
Cl -0.387 -0.231 1.545
Cl 0.125 2.185 0.060
H -1.574 1.806 1.737
```

## Properties
Structure (SMILES) ... ClC(Cl)Cl.ClC(Cl)Cl.ClC(Cl)Cl.ClC(Cl)Cl
Orbital gap ... 11.33 eV

***

3.
The following is a quantum chemistry calculation of 4 unconnected molecules or ions with the total composition C4H4Cl12 at a distorted geometry, from OMol25.

The geometry in XYZ format:
```
20
C4H4Cl12 | OMol25 | the ωB97M-V functional and the def2-TZVPD basis
C 1.413 3.138 1.346
Cl -0.188 2.270 1.646
Cl 2.224 3.416 2.884
Cl 1.205 4.637 0.487
H 1.945 2.409 0.762
C -3.540 -1.270 -0.691
Cl -2.481 0.117 -0.206
Cl -2.630 -2.573 -1.386
Cl -4.800 -0.693 -1.849
H -3.956 -1.635 0.236
C 0.870 -2.627 1.475
Cl -0.784 -3.133 1.740
Cl 1.210 -1.123 2.263
Cl 1.136 -2.567 -0.251
H 1.537 -3.305 1.942
C 1.276 0.539 -1.990
Cl 0.487 1.954 -2.710
Cl 2.905 0.986 -1.361
Cl 1.393 -0.685 -3.253
H 0.779 0.144 -1.081
```

## Properties
Structure (SMILES) ... ClC(Cl)Cl.ClC(Cl)Cl.ClC(Cl)Cl.ClC(Cl)Cl
Orbital gap ... 11.52 eV

***

4.
The following is a quantum chemistry calculation of C4H4Cl2 in the gas phase at a distorted geometry, from OMol25.

The geometry in XYZ format:
```
10
C4H4Cl2 | OMol25 | the ωB97M-V functional and the def2-TZVPD basis
C -0.712 0.733 -0.021
C 0.745 0.736 -0.058
C -1.311 -0.447 0.162
C 1.346 -0.443 -0.100
Cl -2.991 -0.587 -0.030
Cl 3.020 -0.575 -0.013
H -1.350 1.709 -0.032
H 1.368 1.728 -0.023
H -0.913 -1.387 0.298
H 0.797 -1.466 -0.184
```

## Properties
Multiplicity ... 3
Expectation value of S² ... 2.01
Orbital gap (alpha / beta) ... 7.02 / 7.96 eV

***

Calculated values (a.u.) of calculated total energy for the records, taken in order: -5677.095841, -5677.073122, -5677.092277, -1075.029837.
Calculated values (kJ/mol) of energy above the lowest of the compared OMol25 structures with the same formula, charge and spin for the records, taken in order: 14.1, 73.7, 23.5, 0.0.